{
  "formula": "C10H15N",
  "method": "ωB97M-V with the def2-TZVPD basis set",
  "homo_energy_ev": -9.301,
  "relative_energy_kcal_mol": 52.2,
  "smiles": "c1ccncc1.C1CCCC1",
  "species": ["C", "H", "C", "H", "C", "C", "H", "C", "H", "N", "H", "H", "H", "H", "C", "C", "C", "H", "H", "H", "H", "C", "H", "H", "C", "H"],
  "positions_angstrom": [[2.98, -0.76, 0.37], [1.71, 2.06, -0.32], [1.39, -0.93, -0.03], [3.23, -1.41, 1.26], [-1.39, -0.22, 1.33], [1.06, 0.31, -0.89], [0.94, -0.10, -1.82], [-2.89, 1.01, -0.10], [0.93, -1.00, 0.97], [-1.17, -1.18, 0.40], [-0.89, -0.37, 2.27], [4.21, 0.96, 0.02], [-3.58, 1.84, -0.25], [1.43, -1.93, -0.70], [2.31, 1.25, -0.63], [-1.88, -1.04, -0.75], [3.17, 0.67, 0.37], [-1.74, -1.86, -1.51], [2.88, 1.47, -1.54], [-2.50, 1.52, 1.87], [2.92, 1.06, 1.53], [-2.73, 0.03, -1.05], [-3.25, -0.06, -1.98], [3.47, -1.36, -0.44], [-2.30, 0.80, 1.12], [0.08, 0.71, -0.62]]
}

---

{
  "formula": "C10H15N2O",
  "method": "ωB97M-V with the def2-TZVPD basis set",
  "charge": 1,
  "homo_energy_ev": -11.309,
  "relative_energy_kcal_mol": 48.2,
  "smiles": "[NH3+][C@@H]1[C@H]2CCO[C@H]2[C@H]1n1cccc1",
  "species": ["H", "C", "N", "C", "H", "H", "C", "H", "C", "C", "C", "N", "H", "O", "H", "H", "H", "C", "H", "H", "C", "H", "H", "H", "C", "H", "C", "H"],
  "positions_angstrom": [[2.03, -2.37, 0.20], [-0.83, -0.89, 0.16], [-1.19, -2.31, 0.11], [2.28, 0.91, -0.46], [-2.48, -0.49, -1.27], [0.00, -0.89, -1.85], [0.17, -0.38, -0.86], [-0.40, -0.65, 1.18], [2.27, -1.24, 0.16], [-1.53, 2.11, 0.88], [-0.71, 0.91, -0.98], [1.54, -0.25, -0.42], [-1.06, 1.96, 1.89], [-0.53, 1.95, -0.12], [-3.00, 0.49, 1.40], [1.91, 1.86, -0.92], [4.41, -1.28, 0.81], [3.54, 0.61, 0.05], [-0.37, -2.66, -0.28], [4.39, 1.30, 0.19], [3.49, -0.70, 0.47], [-3.43, 1.64, 0.09], [-0.81, 1.33, -2.06], [-1.45, -2.75, 1.10], [-1.86, 0.08, -0.42], [-1.93, 3.18, 1.05], [-2.62, 1.07, 0.52], [-1.84, -2.52, -0.62]]
}

---

{
  "formula": "C10H15N2O2P",
  "method": "ωB97M-V with the def2-TZVPD basis set",
  "homo_energy_ev": -9.169,
  "relative_energy_kcal_mol": 0.0,
  "smiles": "CC(=O)c1ccccc1[P@](N)(=O)N(C)C",
  "species": ["C", "C", "H", "C", "H", "C", "H", "N", "H", "C", "C", "C", "H", "H", "H", "O", "P", "H", "N", "H", "H", "O", "C", "H", "H", "C", "H", "C", "H", "H"],
  "positions_angstrom": [[0.38, -0.43, 0.20], [-2.91, 1.16, 0.23], [-2.26, -1.59, -1.31], [2.04, -1.80, 2.04], [-0.29, 0.29, -3.21], [-0.15, -1.47, 1.00], [-3.67, -0.65, -1.82], [-0.39, -0.26, -2.38], [-3.15, 0.76, 1.25], [-2.99, -0.97, -0.95], [2.73, 2.23, 0.01], [1.77, -0.12, 0.34], [2.68, 3.21, -0.44], [-1.13, -1.75, 0.88], [-3.90, 1.40, -0.11], [2.15, 0.81, -1.88], [-0.71, 0.53, -0.90], [2.19, 2.11, 0.97], [-2.25, 0.18, -0.52], [0.42, -0.74, -2.19], [3.74, 1.93, 0.25], [-0.38, 1.98, -0.69], [2.55, -0.77, 1.21], [2.66, -2.14, 2.92], [3.57, -0.40, 1.44], [0.69, -2.22, 1.86], [-2.31, 2.21, 0.31], [2.22, 1.01, -0.72], [-3.58, -1.46, -0.15], [0.27, -3.06, 2.36]]
}

---

{
  "formula": "C10H15N3OS",
  "method": "ωB97M-V with the def2-TZVPD basis set",
  "homo_energy_ev": -7.832,
  "relative_energy_kcal_mol": 0.0,
  "smiles": "C=C[C@]1(O)C=NC(=C)[C@H](C)[C@@H]1NC(N)=S",
  "species": ["C", "H", "C", "N", "C", "H", "C", "C", "N", "H", "H", "O", "H", "S", "C", "H", "C", "H", "H", "H", "C", "C", "H", "N", "H", "H", "H", "C", "H", "H"],
  "positions_angstrom": [[0.28, -0.39, -2.16], [0.77, -0.97, -2.92], [-0.52, -0.33, 0.28], [-0.76, 0.31, -2.51], [1.84, 0.20, -0.41], [-0.67, 2.17, 1.49], [-1.30, 0.96, -0.08], [-1.53, 1.02, -1.65], [0.07, -2.68, 1.91], [-1.20, 3.13, 0.36], [0.30, 0.54, 2.09], [1.12, -2.00, -0.65], [-1.26, -1.25, 0.34], [-0.17, -1.21, 4.09], [0.72, -0.69, -0.79], [1.66, 1.19, -0.55], [-2.52, 1.80, -2.12], [3.81, 0.41, 0.39], [0.40, 2.47, 0.08], [2.99, -1.33, 0.49], [-0.03, -1.44, 2.44], [-0.67, 2.22, 0.47], [-3.20, 2.24, -1.46], [-0.07, -0.37, 1.60], [0.49, -3.38, 2.55], [0.40, -2.63, 0.89], [-2.33, 0.77, 0.33], [2.93, -0.25, 0.22], [1.26, -2.48, -1.52], [-2.82, 1.96, -3.20]]
}

---

{
  "formula": "C10H15N4",
  "method": "ωB97M-V with the def2-TZVPD basis set",
  "charge": 1,
  "homo_energy_ev": [-11.866, -11.740],
  "relative_energy_kcal_mol": 176.6,
  "species": ["N", "C", "H", "H", "H", "C", "C", "H", "H", "N", "H", "C", "H", "H", "C", "H", "H", "H", "C", "C", "H", "H", "C", "C", "C", "N", "H", "H", "N"],
  "positions_angstrom": [[2.14, 0.16, 0.00], [-2.06, 2.62, -0.87], [-1.52, 1.71, -3.29], [-2.93, 3.82, 0.54], [0.64, -3.15, -1.62], [-1.59, 2.34, 1.44], [-0.14, 0.47, 2.13], [-0.59, 0.42, -2.78], [0.75, -4.06, 0.87], [1.29, -0.66, 0.65], [-0.58, 0.58, 3.05], [-0.72, 1.01, -0.15], [2.46, -2.33, 0.39], [2.12, -2.29, -1.96], [0.53, -2.93, 0.99], [-0.53, -2.68, 0.82], [-1.68, 2.69, 2.45], [3.00, -0.42, -0.20], [-2.25, 3.02, 0.44], [1.39, -1.99, 0.17], [2.35, 1.15, 0.52], [-2.58, 3.20, -1.63], [-0.74, 1.26, 1.13], [1.23, -2.22, -1.38], [-1.20, 1.63, -1.28], [-0.93, 1.31, -2.56], [0.63, -2.90, 2.10], [0.76, -1.29, -1.81], [0.75, -0.47, 1.84]]
}

---

{
  "formula": "C10H15N5",
  "method": "ωB97M-V with the def2-TZVPD basis set",
  "homo_energy_ev": -11.167,
  "relative_energy_kcal_mol": 37.0,
  "smiles": "CC#N.CC#N.CC#N.CC#N.CC#N",
  "species": ["N", "H", "H", "H", "C", "H", "N", "C", "H", "N", "C", "C", "H", "H", "C", "N", "C", "H", "H", "C", "H", "C", "H", "H", "N", "H", "H", "C", "H", "C"],
  "positions_angstrom": [[1.37, 1.52, -2.47], [-2.49, -2.93, -3.73], [-0.50, 1.20, 5.20], [0.66, -0.61, 2.49], [-0.73, 1.23, 0.17], [-1.74, 0.29, -1.46], [0.42, -2.86, -2.44], [-0.55, -2.52, -2.94], [-2.65, 1.59, -0.61], [0.03, 1.27, 1.05], [1.92, 0.80, -3.21], [-0.39, 2.14, 4.67], [3.80, 0.08, -3.93], [2.52, -1.06, -3.97], [-1.78, -2.11, -3.61], [0.48, -3.66, 3.63], [-1.74, 2.61, 4.26], [-1.42, -1.75, -4.58], [2.42, 0.35, -5.14], [1.26, -1.15, 3.22], [2.25, -1.12, 2.76], [0.81, -2.53, 3.45], [-1.44, 1.94, -1.77], [1.24, -0.67, 4.20], [-2.76, 2.92, 3.97], [-2.31, -1.25, -3.20], [-0.04, 2.97, 5.30], [-1.67, 1.26, -0.96], [0.28, 2.06, 3.82], [2.74, -0.01, -4.17]]
}

---

{
  "formula": "C10H15NO4S",
  "method": "ωB97M-V with the def2-TZVPD basis set",
  "homo_energy_ev": -9.523,
  "relative_energy_kcal_mol": 0.0,
  "smiles": "CCOC[C@H](O)CS(=O)(=O)c1ccccn1",
  "species": ["C", "C", "O", "C", "H", "H", "C", "O", "H", "O", "H", "H", "H", "C", "H", "H", "S", "H", "H", "C", "H", "H", "H", "H", "O", "C", "N", "H", "C", "C", "C"],
  "positions_angstrom": [[-3.93, 0.63, 0.56], [3.88, 0.03, 0.19], [-0.75, -2.27, 0.45], [4.77, -0.59, -1.94], [-4.03, 2.66, -0.15], [-4.67, 2.43, 1.47], [-4.61, 1.99, 0.48], [-2.64, 0.82, 1.10], [3.25, -1.00, -3.41], [1.19, -0.87, 1.68], [5.98, -0.10, -0.23], [-2.07, -1.21, -0.60], [-1.15, -0.08, 2.09], [-1.94, -0.36, 1.39], [3.96, 0.33, 1.22], [-5.61, 1.89, 0.07], [1.16, 0.16, 0.66], [-0.03, -2.13, 1.08], [5.60, -0.79, -2.60], [4.98, -0.21, -0.62], [-3.88, 0.19, -0.45], [-4.51, -0.05, 1.20], [-0.69, 0.93, -0.59], [0.16, -0.44, -1.37], [1.24, 1.52, 1.13], [-1.30, -1.02, 0.15], [2.41, -0.48, -1.63], [-2.60, -1.10, 1.88], [2.62, -0.12, -0.38], [3.47, -0.71, -2.40], [-0.27, -0.06, -0.45]]
}

---

{
  "formula": "C10H15NS",
  "method": "ωB97M-V with the def2-TZVPD basis set",
  "homo_energy_ev": -7.970,
  "relative_energy_kcal_mol": 89.7,
  "species": ["H", "C", "C", "H", "S", "H", "C", "C", "H", "H", "H", "H", "H", "C", "H", "H", "H", "H", "C", "C", "H", "C", "H", "C", "N", "H", "C"],
  "positions_angstrom": [[2.57, -2.70, 1.28], [-0.65, -1.69, -0.38], [1.24, -3.15, -0.36], [-0.08, -3.09, -1.92], [-0.14, 1.64, -0.59], [0.87, 4.04, -1.08], [-1.19, 0.02, 1.33], [0.11, -2.65, -0.99], [1.89, -4.04, -0.76], [-1.53, -1.32, -0.93], [1.21, -0.85, 2.30], [-0.92, 3.76, -1.32], [1.57, 0.59, -1.80], [-2.55, 0.14, 0.67], [-2.28, 0.31, -0.32], [-3.11, -0.86, 0.61], [1.99, 2.36, -1.62], [2.19, 1.14, -0.21], [1.65, -2.45, 0.80], [-0.33, -1.07, 0.85], [-1.32, 0.10, 2.34], [-0.13, 3.48, -0.65], [-0.28, 3.79, 0.37], [0.92, -1.44, 1.39], [-0.30, 1.57, 0.97], [-2.98, 0.97, 1.11], [1.58, 1.38, -1.08]]
}

---

{
  "formula": "C10H15O2P",
  "method": "ωB97M-V with the def2-TZVPD basis set",
  "homo_energy_ev": [-8.074, -7.379],
  "relative_energy_kcal_mol": 145.5,
  "species": ["H", "H", "H", "H", "H", "H", "H", "H", "H", "H", "C", "C", "C", "C", "C", "H", "C", "H", "C", "H", "C", "P", "O", "C", "O", "H", "C", "H"],
  "positions_angstrom": [[3.93, -1.16, 1.30], [0.49, 1.73, -0.73], [-4.53, -1.51, -1.52], [-5.59, -0.76, 0.46], [2.62, 1.76, 0.10], [2.82, 1.68, -1.80], [4.48, 0.25, -0.49], [-4.98, 1.28, 1.29], [1.52, -0.92, 2.26], [1.53, -1.83, 0.71], [2.56, 1.16, -0.83], [3.18, -0.43, 1.00], [0.75, 0.18, 0.66], [1.08, 0.73, -0.73], [-2.58, -0.83, -1.27], [0.62, 0.15, -1.52], [3.47, 0.01, -0.47], [0.76, 1.03, 1.34], [-3.82, -1.10, -0.83], [3.42, 0.52, 1.58], [-4.20, 0.83, 0.68], [-1.04, -0.40, 0.93], [-3.29, 1.56, 0.27], [-4.56, -0.42, 0.17], [-1.50, -0.49, -0.57], [3.45, -0.91, -1.04], [1.72, -0.80, 1.24], [-2.30, -1.32, -2.19]]
}

---

{
  "formula": "C10H16",
  "method": "ωB97M-V with the def2-TZVPD basis set",
  "multiplicity": 2,
  "charge": -1,
  "homo_energy_ev": [0.936, -3.592],
  "relative_energy_kcal_mol": 10.6,
  "species": ["C", "C", "C", "H", "C", "H", "C", "H", "H", "H", "C", "H", "H", "H", "C", "C", "H", "C", "C", "H", "H", "H", "H", "H", "H", "H"],
  "positions_angstrom": [[0.80, 2.45, 0.72], [-0.56, 2.72, 0.94], [-2.23, -3.29, -0.30], [-1.41, -4.00, -0.44], [0.43, 0.09, 1.05], [1.40, 3.36, 0.61], [-2.09, -2.07, -1.19], [3.01, 1.85, -1.67], [-1.05, 3.67, 0.80], [0.80, -0.93, 1.03], [2.83, 0.82, -1.35], [-1.19, -1.59, -0.80], [-2.86, -1.31, -1.09], [-2.04, -2.23, -2.26], [2.68, 0.85, 0.19], [-1.45, 1.60, 1.16], [1.89, 0.60, -1.86], [-0.94, 0.33, 1.25], [1.30, 1.17, 0.64], [-1.58, -0.51, 1.49], [3.50, 1.47, 0.57], [-3.17, -3.82, -0.48], [-2.48, 1.79, 1.38], [2.99, -0.13, 0.53], [3.68, 0.22, -1.70], [-2.25, -3.08, 0.77]]
}

---

{
  "formula": "C10H16",
  "method": "ωB97M-V with the def2-TZVPD basis set",
  "homo_energy_ev": -8.864,
  "relative_energy_kcal_mol": 54.9,
  "smiles": "Cc1ccccc1.CCC",
  "species": ["H", "C", "H", "H", "H", "H", "H", "C", "C", "C", "H", "H", "H", "C", "H", "H", "H", "C", "C", "H", "H", "H", "C", "C", "H", "C"],
  "positions_angstrom": [[-0.96, 1.05, -3.81], [0.12, 2.67, -1.15], [-2.36, -2.13, 2.54], [3.11, -2.60, 0.46], [2.07, -0.37, -0.25], [0.90, 1.85, -1.08], [-1.59, 1.48, -1.56], [1.66, -3.03, 1.93], [1.55, -1.08, 0.46], [-1.70, -1.27, 2.35], [2.10, -3.87, 2.40], [-2.08, -0.43, 1.84], [0.04, -3.25, 3.35], [0.37, -2.69, 2.40], [-1.71, 3.26, -2.05], [-0.70, 2.75, -4.28], [-0.17, 0.13, 0.37], [0.25, -0.70, 0.84], [-0.34, -1.66, 1.75], [-0.32, 2.55, -0.15], [0.58, 2.13, -3.56], [-1.79, -0.66, 3.22], [-0.55, 2.03, -3.51], [2.18, -2.29, 0.88], [0.40, 3.74, -1.32], [-1.06, 2.39, -2.08]]
}

---

{
  "formula": "C10H16",
  "method": "ωB97M-V with the def2-TZVPD basis set",
  "homo_energy_ev": -8.979,
  "relative_energy_kcal_mol": 14.7,
  "smiles": "Cc1ccccc1.CCC",
  "species": ["H", "H", "H", "C", "H", "H", "H", "H", "H", "H", "H", "H", "H", "C", "C", "C", "C", "H", "H", "H", "C", "C", "H", "C", "C", "C"],
  "positions_angstrom": [[-2.04, 1.90, -0.50], [0.51, -4.42, 0.93], [-0.34, -2.06, 3.15], [-0.33, -3.72, 0.91], [-1.36, 3.43, -2.54], [-0.15, 3.45, -0.39], [-1.10, -3.88, 1.67], [-0.81, -3.86, -0.06], [1.19, -2.35, -0.83], [0.76, 2.05, -0.79], [1.58, 1.27, 1.41], [-1.47, 0.58, -1.41], [2.46, -0.22, -0.44], [-0.86, 2.52, -2.20], [0.25, 2.90, -1.25], [-1.86, 1.59, -1.54], [1.39, 0.20, 1.34], [0.73, 0.13, 3.34], [-0.42, 2.08, -3.10], [-2.83, 1.54, -2.03], [1.64, -0.55, 0.19], [0.07, -1.62, 2.26], [1.02, 3.55, -1.68], [1.09, -1.82, 0.11], [0.21, -2.32, 1.07], [0.68, -0.37, 2.38]]
}